[1]
One molecule with the formula C5H8O. Source: the Open Molecules 2025 dataset; level of theory: ωB97M-V/def2-TZVPD.

Geometry as ORCA input:
```
! wB97M-V def2-TZVPD RIJCOSX def2/J DEFGRID3
* xyz 0 1
C -1.8095 0.5715 0.2470
C -0.4398 0.0857 -0.1022
C 0.4838 -0.6972 0.8314
C 1.6679 -0.3892 -0.1281
C 0.7087 0.5033 -0.9252
O -0.2639 -0.4065 -1.4329
H -1.8229 1.0836 1.2142
H -2.4545 -0.3130 0.3256
H -2.2235 1.2243 -0.5251
H 0.6016 -0.1501 1.7742
H 0.2209 -1.7389 1.0373
H 2.5296 0.0872 0.3446
H 1.9908 -1.2437 -0.7286
H 0.9155 1.4079 -1.4918
*
```

As for the HOMO energy: -9.58 eV. The HOMO-LUMO gap is 0.393 Eh. The value obtained for the largest force on an atom is 0.35 eV/A. Its LUMO energy is 1.1 eV. As for the structure (SMILES): C[C@]12CC[C@H]1O2.

Löwdin atomic charge list, values in e, 5 entries: -0.002 -0.458 -0.089 -0.097 -0.201


[2]
A 8-piece molecular cluster, C30H62N9O9P overall at a distorted geometry. Source: the Open Molecules 2025 dataset; level of theory: ωB97M-V/def2-TZVPD.

Geometry as ORCA input:
```
! wB97M-V def2-TZVPD RIJCOSX def2/J DEFGRID3
* xyz 0 1
C -7.0166 0.0951 -4.8276
C -5.7678 0.2978 -4.0149
C -4.5142 0.2769 -4.6229
C -3.3634 0.4643 -3.8668
C -3.4486 0.6999 -2.5015
C -4.6909 0.7382 -1.8771
C -4.7220 0.9517 -0.3874
N -5.8718 1.7149 0.1506
P -6.1116 3.2605 -0.5677
N -4.7764 4.0504 -0.7238
C -6.9992 0.9475 0.4362
O -6.9935 -0.0980 1.0232
O -8.1614 1.5752 0.0412
C -5.8349 0.5262 -2.6437
H -7.2664 1.0100 -5.3685
H -7.8640 -0.1205 -4.1770
H -6.8958 -0.7108 -5.5486
H -4.4508 0.1028 -5.6891
H -2.3944 0.4359 -4.3473
H -2.5421 0.8493 -1.9293
H -4.7472 -0.0190 0.1066
H -3.8031 1.4366 -0.0709
H -6.7506 3.0243 -1.7874
H -7.1010 3.8006 0.2583
H -4.7706 4.8820 -0.1464
H -8.7035 0.9249 -0.4209
H -6.8159 0.5449 -2.1797
C -2.7088 0.7430 2.9875
O -2.1692 0.4811 1.9260
N -2.5745 1.9119 3.6337
C -3.2273 2.1720 4.8989
C -1.7499 2.9515 3.0328
H -3.3632 0.0258 3.5115
H -3.9047 3.0237 4.8139
H -2.4912 2.3898 5.6757
H -3.8022 1.2978 5.1987
H -2.1430 3.2301 2.0558
H -0.7294 2.5892 2.8951
H -1.7467 3.8274 3.6720
C 2.3830 0.0852 2.4911
O 3.5673 0.3716 2.3855
N 1.8594 -1.1272 2.2774
C 0.4312 -1.3639 2.3926
C 2.7381 -2.2274 1.9097
H 1.6203 0.8383 2.7541
H 0.2307 -2.1238 3.1515
H 0.0268 -1.7010 1.4381
H -0.0766 -0.4447 2.6656
H 3.4804 -2.4028 2.6878
H 3.2764 -1.9981 0.9912
H 2.1384 -3.1222 1.7631
C -0.3506 6.3498 3.4262
O -1.4055 6.1497 2.8555
N 0.7444 6.8600 2.8339
C 1.9825 7.0775 3.5517
C 0.6665 7.1968 1.4213
H -0.1977 6.1202 4.4954
H 2.2612 8.1330 3.5319
H 2.7933 6.4948 3.1101
H 1.8600 6.7704 4.5884
H -0.1099 7.9419 1.2486
H 0.4196 6.3143 0.8311
H 1.6266 7.5920 1.0989
C -4.6161 -3.2559 -5.4264
O -5.0064 -2.6862 -6.4285
N -3.6023 -4.1399 -5.3984
C -3.1746 -4.7821 -4.1730
C -2.9198 -4.4475 -6.6432
H -5.0693 -3.0833 -4.4354
H -2.1325 -4.5425 -3.9537
H -3.2745 -5.8669 -4.2491
H -3.7906 -4.4325 -3.3472
H -2.4839 -3.5455 -7.0731
H -3.6186 -4.8607 -7.3709
H -2.1325 -5.1708 -6.4460
C 2.3018 1.2003 -1.0416
O 1.2804 0.9871 -1.6648
N 3.4096 1.7675 -1.5622
C 4.5918 1.9913 -0.7562
C 3.3992 2.1579 -2.9602
H 2.4208 0.9445 0.0221
H 4.8400 3.0545 -0.7168
H 5.4490 1.4546 -1.1727
H 4.4134 1.6344 0.2583
H 2.6090 2.8849 -3.1500
H 3.2153 1.2931 -3.5987
H 4.3619 2.5961 -3.2129
C 4.6894 -5.2718 1.8620
O 4.2489 -5.8092 0.8598
N 4.8164 -5.8962 3.0524
C 5.3471 -5.2078 4.2098
C 4.4099 -7.2847 3.1627
H 5.0253 -4.2267 1.8807
H 6.2511 -5.7007 4.5756
H 4.6142 -5.1847 5.0199
H 5.5962 -4.1845 3.9339
H 4.9802 -7.9082 2.4733
H 3.3538 -7.3966 2.9149
H 4.5795 -7.6250 4.1817
C 6.4228 -1.6846 0.5110
O 5.9778 -2.3801 1.4040
N 7.5880 -1.9189 -0.1179
C 8.0796 -1.0623 -1.1757
C 8.3675 -3.0777 0.2844
H 5.8915 -0.7918 0.1419
H 8.1950 -1.6226 -2.1056
H 9.0455 -0.6297 -0.9071
H 7.3716 -0.2532 -1.3439
H 7.7908 -3.9923 0.1434
H 8.6379 -3.0085 1.3384
H 9.2710 -3.1236 -0.3183
*
```

As for the HOMO energy: -8.53 eV. The HOMO-LUMO gap is 0.331 Eh. The value obtained for the largest force on an atom is 1.34 eV/A. Its LUMO energy is 0.5 eV. As for the structure (SMILES): Cc1cccc(CN([PH2]=N)C(=O)O)c1.CN(C)C=O.CN(C)C=O.CN(C)C=O.CN(C)C=O.CN(C)C=O.CN(C)C=O.CN(C)C=O.

Löwdin atomic charge list, values in e, 5 entries: -0.044 -0.270 -0.054 -0.063 -0.029


[3]
An isolated ion of composition C23H31N2O3 and charge +1. Source: the Open Molecules 2025 dataset; level of theory: ωB97M-V/def2-TZVPD.

Geometry as ORCA input:
```
! wB97M-V def2-TZVPD RIJCOSX def2/J DEFGRID3
* xyz 1 1
C -9.1328 -0.7213 0.8007
C -8.1621 0.1445 0.5841
C -7.0786 0.4656 1.5749
C -5.7375 0.0965 1.0050
C -5.4074 -1.2394 0.8227
C -4.1903 -1.5891 0.2706
C -3.2830 -0.6116 -0.0990
C -3.5985 0.7411 0.0879
C -4.8291 1.0784 0.6292
H -5.0903 2.1142 0.7773
O -2.6317 1.6503 -0.2852
C -2.9069 3.0286 -0.1343
H -2.0253 3.5475 -0.5072
H -3.0658 3.2877 0.9153
H -3.7773 3.3254 -0.7240
O -2.0371 -0.9941 -0.5882
C -1.7560 -0.6699 -1.9389
C -0.3007 -0.1969 -1.9983
O -0.1052 0.9723 -1.2375
H -0.9271 1.1643 -0.7427
H -0.0235 0.0221 -3.0370
C 0.6146 -1.3040 -1.4068
N 1.8010 -0.6484 -0.8274
C 2.3355 -1.3009 0.3839
H 1.5295 -1.4359 1.1067
C 3.4426 -0.4287 0.9736
N 4.4848 -0.2596 -0.0110
C 5.7927 0.0097 0.4525
C 6.3969 -0.9134 1.3035
C 7.6864 -0.7099 1.7544
C 8.3981 0.4097 1.3559
C 7.8061 1.3246 0.5049
C 6.5098 1.1333 0.0573
H 6.0655 1.8723 -0.5917
H 8.3498 2.2021 0.1899
H 9.4064 0.5653 1.7052
H 8.1407 -1.4346 2.4125
H 5.8602 -1.8020 1.6011
C 3.9884 0.4268 -1.1773
H 4.7976 0.5379 -1.8994
C 2.8877 -0.4298 -1.8057
H 2.4789 0.0670 -2.6858
H 3.2963 -1.4020 -2.0890
H 3.5812 1.4270 -0.9457
H 3.8504 -0.9084 1.8622
H 3.0122 0.5426 1.2794
H 2.7387 -2.2759 0.1022
H 1.4135 0.2946 -0.5728
H 0.8991 -2.0366 -2.1602
H 0.0583 -1.7988 -0.6078
H -1.8854 -1.5593 -2.5691
H -2.4170 0.1190 -2.3081
H -3.9217 -2.6236 0.1262
H -6.1099 -2.0061 1.1082
H -7.1043 1.5331 1.8051
H -7.2531 -0.0930 2.4962
H -8.0936 0.6728 -0.3577
H -9.8907 -0.9229 0.0638
H -9.2190 -1.2574 1.7318
*
```

As for the HOMO energy: -10.87 eV. The HOMO-LUMO gap is 0.326 Eh. The value obtained for the largest force on an atom is 0.90 eV/A. Its LUMO energy is -2.0 eV. As for the structure (SMILES): C=CCc1ccc(OC[C@@H](O)C[NH+]2CCN(c3ccccc3)CC2)c(OC)c1.

Löwdin atomic charge list, values in e, 5 entries: 0.012 -0.183 -0.159 -0.221 -0.020


[4]
C2H3IN2O as an isolated structure at a distorted geometry. Source: the Open Molecules 2025 dataset; level of theory: ωB97M-V/def2-TZVPD.

Geometry as ORCA input:
```
! wB97M-V def2-TZVPD RIJCOSX def2/J DEFGRID3
* xyz 0 1
C -0.1440 0.0005 -0.0740
C -0.7396 -1.0421 0.6748
N 0.1936 0.2085 -1.3279
N 0.4889 1.5579 -0.9304
O 0.2168 1.2190 0.3530
I 2.6309 2.0306 -1.2827
H -0.8531 -0.7592 1.6250
H -1.6597 -1.3359 0.2719
H -0.1338 -1.8793 0.6901
*
```

As for the HOMO energy: -9.58 eV. The HOMO-LUMO gap is 0.310 Eh. The value obtained for the largest force on an atom is 4.32 eV/A. Its LUMO energy is -1.1 eV.

Löwdin atomic charge list, values in e, 5 entries: -0.427 0.029 0.051 -0.431 -0.087


[5]
A 2-piece molecular cluster, C5H12N2O overall at a distorted geometry. Source: the Open Molecules 2025 dataset; level of theory: ωB97M-V/def2-TZVPD.

Geometry as ORCA input:
```
! wB97M-V def2-TZVPD RIJCOSX def2/J DEFGRID3
* xyz 0 1
C -2.8577 -0.8107 -1.0207
C -3.2439 0.4578 -0.1797
N -2.3631 0.9219 0.6812
C -1.0561 0.2863 0.6254
C 1.6434 -0.7119 0.7389
N 2.1666 0.4890 -0.0690
C 3.6088 0.6953 0.1534
O -4.4172 0.9048 -0.4178
H -2.6615 -1.6789 -0.3221
H -3.7037 -0.9628 -1.6370
H -1.9780 -0.6386 -1.6382
H -0.4853 0.5080 -0.3827
H -1.0179 -0.7889 0.7580
H -0.3824 0.7172 1.3960
H 1.7619 -1.4811 -0.1332
H 1.0916 -0.2354 1.6049
H 2.0050 0.0897 -0.9614
H 3.6991 0.9610 1.2678
H 4.1593 -0.2723 -0.0027
H 4.0312 1.5495 -0.4613
*
```

As for the HOMO energy: -7.25 eV. The HOMO-LUMO gap is 0.122 Eh. The value obtained for the largest force on an atom is 5.80 eV/A. Its LUMO energy is -3.9 eV.

Löwdin atomic charge list, values in e, 5 entries: -0.047 -0.581 0.046 -0.231 0.142


[6]
A 2-piece molecular cluster, C3H6O overall at a distorted geometry. Source: the Open Molecules 2025 dataset; level of theory: ωB97M-V/def2-TZVPD.

Geometry as ORCA input:
```
! wB97M-V def2-TZVPD RIJCOSX def2/J DEFGRID3
* xyz 0 1
O 1.4372 0.7956 1.1208
C 0.9100 -0.3112 0.9506
C -0.0013 -0.6423 -0.1223
C -0.5985 0.4089 -0.9927
H -0.6189 0.4834 1.4496
H -0.1332 -1.6959 -0.3466
H 1.2327 -1.1616 1.5774
H -1.5921 0.7257 -0.6892
H -0.6389 0.0769 -2.0306
H 0.0030 1.3204 -0.9170
*
```

As for the HOMO energy: -8.77 eV. The HOMO-LUMO gap is 0.265 Eh. The value obtained for the largest force on an atom is 3.06 eV/A. Its LUMO energy is -1.6 eV.

Löwdin atomic charge list, values in e, 5 entries: -0.113 -0.444 -0.050 -0.133 0.306


> What is the LUMO in the third record?

-2.0 eV


> Look up the largest force on an atom of the second one.

1.34 eV/A


> What is the formula in the second record?

C30H62N9O9P